Here is 2 unconnected molecules or ions with the total composition C30H29N2 at a distorted geometry from the Open Molecules 2025 dataset. Energies are from ωB97M-V/def2-TZVPD.

Structure (XYZ):
```
61
Properties=species:S:1:pos:R:3:lowdin_charge:R:1
N 7.242 -0.650 -1.500 0.16
C 6.088 -0.505 -1.357 -0.18
C 4.670 -0.311 -1.204 -0.24
C 3.920 -1.132 -0.349 -0.02
C 2.545 -0.968 -0.246 -0.05
C 1.872 0.034 -0.989 -0.24
C 0.425 0.201 -1.012 -0.03
C -0.468 -0.851 -1.163 -0.19
N -1.806 -0.624 -1.291 -0.08
C -2.361 0.724 -1.255 -0.16
C -3.861 0.561 -1.562 -0.15
C -4.073 -0.895 -1.993 -0.15
C -2.700 -1.586 -1.921 -0.14
C 0.014 -2.271 -1.298 -0.20
C 0.895 -2.589 -2.341 -0.03
C 1.353 -3.892 -2.523 -0.06
C 0.950 -4.894 -1.635 -0.07
C 0.101 -4.583 -0.568 -0.07
C -0.371 -3.277 -0.397 -0.06
C 2.660 0.899 -1.784 -0.03
C 4.023 0.706 -1.917 -0.03
H 4.428 -1.919 0.214 0.12
H 1.970 -1.632 0.404 0.11
H 0.050 1.229 -1.035 0.09
H -2.191 1.218 -0.283 0.11
H -1.894 1.360 -2.029 0.12
H -4.445 0.783 -0.664 0.10
H -4.162 1.256 -2.352 0.11
H -4.768 -1.401 -1.317 0.11
H -4.469 -0.960 -3.011 0.11
H -2.354 -1.837 -2.941 0.13
H -2.747 -2.530 -1.361 0.11
H 1.229 -1.791 -3.006 0.13
H 2.020 -4.111 -3.358 0.11
H 1.299 -5.916 -1.782 0.11
H -0.206 -5.358 0.136 0.11
H -1.018 -3.026 0.448 0.11
H 2.152 1.688 -2.343 0.12
H 4.604 1.343 -2.586 0.13
C -1.038 0.518 3.491 -0.09
C -0.157 -0.773 3.669 -0.12
C 1.175 -0.358 3.123 0.07
C 1.121 0.923 2.591 0.01
C -0.169 1.479 2.747 -0.08
C -0.584 2.774 2.304 -0.17
C 0.368 3.682 1.764 0.01
C -0.026 4.920 1.273 -0.04
C -1.377 5.293 1.302 -0.02
C -2.333 4.424 1.849 -0.04
C -1.948 3.189 2.358 0.01
H -1.971 0.295 2.958 0.14
H -1.339 0.905 4.476 0.15
H -0.136 -1.104 4.716 0.13
H -0.600 -1.593 3.083 0.13
H 2.051 -1.000 3.155 0.13
H 1.947 1.449 2.113 0.12
H 1.420 3.392 1.745 0.12
H 0.730 5.595 0.868 0.12
H -1.680 6.261 0.904 0.12
H -3.385 4.716 1.882 0.12
H -2.689 2.517 2.800 0.12
```

Its energy above the lowest of the compared OMol25 structures with the same formula, charge and spin is 59.3 kJ/mol. The total energy comes out at -34553.0977 eV. Its LUMO energy is -5.62 eV. As for the net charge: +1.


Here is 2 unconnected molecules or ions with the total composition C4H8NO3 at a distorted geometry from the Open Molecules 2025 dataset. Energies are from ωB97M-V/def2-TZVPD.

Structure (XYZ):
```
16
Properties=species:S:1:pos:R:3:lowdin_charge:R:1
C -0.197 -2.437 -1.270 -0.01
C -0.844 -1.071 -0.995 -0.61
O -1.234 -0.387 -1.926 0.01
N -1.173 -0.793 0.295 0.16
H 0.598 -2.522 -0.532 0.07
H -0.103 -2.617 -2.330 0.07
H -1.517 0.145 0.473 0.10
H -0.666 -1.164 1.079 0.10
H -0.976 -3.125 -0.943 0.07
C 1.232 1.622 0.433 -0.05
C 0.441 2.467 1.493 -0.79
O -0.286 1.810 2.270 -0.12
O 0.545 3.716 1.384 -0.11
H 1.823 2.285 -0.201 0.05
H 0.515 1.154 -0.232 0.02
H 1.841 0.916 1.001 0.05
```

Its energy above the lowest of the compared OMol25 structures with the same formula, charge and spin is 92.3 kJ/mol. The total energy comes out at -11912.3375 eV. Its LUMO energy is 3.34 eV. As for the net charge: -1.


Here is a molecular structure, C50H69AsN3O5P2Si2TeZr at a distorted geometry from the Open Molecules 2025 dataset. Energies are from ωB97M-V/def2-TZVPD.

Structure (XYZ):
```
134
Properties=species:S:1:pos:R:3:lowdin_charge:R:1
Zr 1.069 -0.485 -0.744 1.55
O 1.765 -0.532 -2.909 -0.24
C 1.319 -0.778 -4.258 -0.16
C 0.647 0.433 -4.935 -0.12
C 0.076 1.476 -3.952 -0.13
C 1.181 2.399 -3.515 -0.30
C 1.649 3.366 -4.399 0.00
C 2.768 4.112 -4.070 -0.01
C 3.422 3.809 -2.885 -0.03
C 2.881 2.844 -2.055 -0.17
N 1.754 2.171 -2.326 0.06
H 2.463 0.152 -2.950 0.11
H 0.621 -1.617 -4.178 0.11
H 2.171 -1.109 -4.864 0.14
H -0.148 0.065 -5.582 0.12
H 1.372 0.928 -5.582 0.12
H -0.372 0.991 -3.081 0.07
H -0.695 2.056 -4.460 0.13
H 1.152 3.508 -5.344 0.13
H 3.148 4.877 -4.728 0.13
H 4.337 4.303 -2.604 0.12
H 3.401 2.558 -1.148 0.10
O 2.685 0.516 -0.607 -0.51
N 2.641 0.875 0.769 -0.28
N 2.327 -0.297 1.406 -0.27
O 0.934 -0.587 1.218 -0.43
C 2.881 -0.535 2.673 -0.27
C 4.115 0.033 2.999 -0.03
C 4.723 -0.304 4.193 -0.05
C 4.123 -1.202 5.065 -0.05
C 2.902 -1.766 4.733 -0.06
C 2.282 -1.443 3.538 -0.04
H 4.590 0.719 2.315 0.12
H 5.675 0.134 4.443 0.12
H 4.608 -1.460 5.991 0.12
H 2.432 -2.464 5.409 0.11
H 1.345 -1.897 3.252 0.08
O -0.767 0.434 -0.992 -0.54
P -2.182 -0.088 -0.741 0.84
C -2.119 -1.338 0.596 -0.26
P -1.064 -2.730 0.013 0.84
O -0.052 -2.164 -0.974 -0.55
C -2.056 -3.914 -0.914 -0.28
C -1.600 -4.286 -2.175 -0.09
C -2.316 -5.193 -2.932 -0.05
C -3.493 -5.729 -2.435 -0.03
C -3.938 -5.378 -1.169 -0.04
C -3.217 -4.480 -0.400 -0.06
C -0.366 -3.518 1.491 -0.27
C -0.686 -3.125 2.789 -0.09
C -0.267 -3.885 3.870 -0.06
C 0.458 -5.047 3.667 -0.03
C 0.783 -5.443 2.378 -0.04
C 0.373 -4.684 1.296 -0.08
C -3.289 1.253 -0.270 -0.31
C -4.024 1.279 0.908 -0.08
C -4.938 2.297 1.117 -0.04
C -5.142 3.263 0.143 -0.03
C -4.405 3.239 -1.032 -0.05
C -3.475 2.237 -1.237 -0.08
C -2.954 -0.884 -2.166 -0.28
C -4.340 -1.025 -2.146 -0.06
C -4.987 -1.614 -3.216 -0.03
C -4.259 -2.077 -4.301 -0.03
C -2.878 -1.947 -4.318 -0.05
C -2.226 -1.346 -3.255 -0.09
H -3.114 -1.693 0.862 0.10
H -1.652 -0.865 1.463 0.02
H -0.679 -3.861 -2.551 0.10
H -1.957 -5.491 -3.904 0.12
H -4.058 -6.430 -3.029 0.12
H -4.844 -5.814 -0.782 0.12
H -3.544 -4.232 0.598 0.11
H -1.261 -2.232 2.975 0.09
H -0.528 -3.581 4.871 0.12
H 0.763 -5.650 4.507 0.12
H 1.330 -6.359 2.222 0.12
H 0.583 -5.009 0.286 0.10
H -3.900 0.510 1.657 0.10
H -5.508 2.327 2.032 0.12
H -5.882 4.032 0.293 0.12
H -4.565 3.988 -1.791 0.12
H -2.893 2.191 -2.148 0.12
H -4.912 -0.658 -1.304 0.12
H -6.062 -1.699 -3.211 0.12
H -4.769 -2.534 -5.136 0.12
H -2.318 -2.315 -5.164 0.12
H -1.151 -1.228 -3.250 0.07
C 4.566 -2.052 -1.763 -0.26
As 2.885 -2.539 -0.841 1.11
C 2.600 -4.224 -1.861 -0.25
C 3.686 -3.302 0.801 -0.24
H 5.319 -2.837 -1.641 0.05
H 4.956 -1.113 -1.363 0.03
H 4.373 -1.927 -2.830 0.03
H 3.399 -4.939 -1.656 0.05
H 2.606 -4.010 -2.930 0.03
H 1.642 -4.677 -1.610 0.00
H 4.242 -4.215 0.577 0.05
H 2.916 -3.530 1.541 0.01
H 4.374 -2.569 1.228 0.04
C -1.186 3.691 4.541 -0.14
Si -0.269 2.067 4.206 0.54
C -1.285 0.870 3.118 -0.21
C 0.338 1.192 5.778 -0.14
C 1.267 2.306 3.052 -0.36
Te 0.903 2.076 0.951 1.81
C 1.709 4.010 0.644 -0.43
Si 0.197 5.177 0.284 0.52
C 0.411 6.778 1.271 -0.16
C 0.232 5.390 -1.608 -0.15
C -1.496 4.395 0.710 -0.18
H -2.066 3.500 5.149 0.04
H -1.514 4.205 3.644 0.00
H -0.560 4.374 5.107 0.04
H -2.152 0.454 3.618 0.05
H -0.612 0.059 2.845 -0.01
H -1.620 1.391 2.217 -0.01
H -0.495 0.925 6.421 0.04
H 0.980 1.845 6.363 0.04
H 0.902 0.285 5.575 0.02
H 2.000 1.531 3.287 0.01
H 1.745 3.271 3.197 0.03
H 2.358 4.043 -0.223 -0.01
H 2.285 4.322 1.511 0.03
H 1.353 7.269 1.052 0.04
H 0.355 6.623 2.346 0.03
H -0.373 7.478 1.005 0.04
H 1.179 5.799 -1.948 0.04
H -0.544 6.076 -1.930 0.04
H 0.072 4.443 -2.118 0.01
H -1.913 4.798 1.625 0.03
H -1.443 3.310 0.809 -0.04
H -2.215 4.620 -0.071 0.03
```

Its energy above the lowest of the compared OMol25 structures with the same formula, charge and spin is 371.7 kJ/mol. The total energy comes out at -171403.7001 eV. Its LUMO energy is -7.74 eV. As for the net charge: +3.


Here is 2 unconnected molecules or ions with the total composition C2H2BrCl3 at a distorted geometry from the Open Molecules 2025 dataset. Energies are from ωB97M-V/def2-TZVPD.

Structure (XYZ):
```
8
Properties=species:S:1:pos:R:3:lowdin_charge:R:1
C 0.119 -0.167 -0.235 -0.36
C 3.843 -1.155 0.320 -1.73
Cl 1.492 -1.168 -0.200 0.61
Cl 4.152 -0.661 1.930 0.54
Cl 4.269 -2.700 -0.173 0.58
Br 4.334 0.386 -1.058 0.40
H 0.208 0.555 -0.958 -0.02
H -0.291 -0.259 0.731 -0.01
```

Its energy above the lowest of the compared OMol25 structures with the same formula, charge and spin is 415.0 kJ/mol. The total energy comes out at -109711.6422 eV. Its LUMO energy (spin up / spin down) is -0.35 / -0.95 eV.